(1)
Here is a molecular structure, C46H51Cl4CsN8O2 from the OMol25 dataset. Energies are from the ωB97M-V functional and the def2-TZVPD basis.

Summary:
LUMO level, eV: 0.208
Frontier orbital gap, eV: 8.79
Total energy, a.u.: -4232.86965

XYZ file:
```
112
Properties=species:S:1:pos:R:3:lowdin_charge:R:1
Cs -0.46 -0.57 -0.24 0.8480
Cl 0.00 3.99 -3.33 0.6186
Cl -6.43 0.72 -0.83 0.5066
Cl -4.12 -1.65 -0.13 0.5439
Cl 3.23 2.83 -2.83 0.5330
O -1.53 -0.33 -3.20 -0.1461
O 0.37 -1.52 -3.19 -0.1203
N 2.59 0.42 0.12 0.0321
N -5.97 1.47 -4.38 0.0424
N 0.37 -3.69 0.95 0.0481
N -1.82 -1.13 2.86 0.0450
N -1.63 2.39 -0.25 -0.0107
N 6.28 -2.68 -2.04 0.0418
N 0.82 2.46 3.41 0.0710
N 1.70 -2.02 5.25 0.0699
C 3.90 2.05 1.28 -0.0694
C 6.74 -1.44 -2.04 -0.1384
C -6.20 2.79 -4.43 -0.1497
C -2.01 -1.38 5.25 -0.0668
C 2.76 -4.18 5.14 -0.0581
C -0.47 -4.28 -1.65 -0.0457
C 2.79 1.65 0.60 -0.1752
C 1.82 3.34 3.69 -0.1388
C 0.50 2.54 -2.52 -0.7237
C 3.56 -0.46 0.38 -0.1743
C -3.42 3.40 -1.41 -0.0655
C -0.70 -1.12 -3.67 -0.8231
C -1.75 3.29 0.73 -0.1485
C -1.00 -1.68 -5.04 -0.0240
C 1.99 -3.20 5.75 -0.1771
C 1.19 -3.64 -0.12 -0.2086
C -3.00 0.56 4.15 -0.0624
C 4.68 -0.22 1.15 -0.0753
C -4.73 1.00 -4.63 -0.1387
C 2.66 3.24 4.79 -0.1001
C 4.84 1.07 1.61 -0.0651
C 3.20 -3.94 3.84 -0.0637
C -5.22 3.74 -4.91 -0.0433
C 4.57 -0.70 -2.87 -0.0923
C 0.92 -4.07 -1.42 -0.0279
C 2.05 -1.88 3.98 -0.1559
C -3.51 4.42 -0.47 -0.0290
C 1.73 1.87 -3.08 -0.6047
C -2.50 0.03 3.01 -0.2070
C -3.74 1.80 -5.13 -0.0902
C -1.32 -4.24 -0.55 -0.1293
C 4.07 -2.00 -2.73 -0.0762
C 1.35 1.37 5.49 -0.0408
C 2.83 -2.74 3.28 -0.0852
C -0.92 -4.02 0.71 -0.2010
C -2.69 4.34 0.70 -0.0337
C 2.44 2.23 5.65 -0.0920
C -2.44 2.48 -1.29 -0.2107
C -3.98 3.14 -5.31 -0.0808
C -4.46 -1.01 -1.78 -0.6448
C 4.98 -2.92 -2.32 -0.1715
C 0.58 1.56 4.34 -0.1644
C -5.92 -0.69 -1.86 -0.6402
C -2.75 -0.19 5.31 -0.0580
C 5.86 -0.39 -2.49 -0.0531
C -1.60 -1.87 4.00 -0.1231
H -5.52 4.77 -5.06 0.0895
H 1.95 4.09 2.89 0.1074
H 5.75 1.39 2.19 0.1300
H -0.27 1.00 4.10 0.0643
H 1.82 -3.21 6.81 0.0985
H -6.20 -0.38 -2.88 0.0388
H -2.60 5.14 1.42 0.0935
H 5.45 -1.03 1.36 0.1410
H 1.95 0.90 -2.59 0.0479
H 2.94 -5.15 5.59 0.1043
H -2.77 1.48 -5.39 0.0948
H -1.72 -1.92 6.14 0.1027
H -1.07 -2.82 3.95 0.1045
H 1.67 -3.92 -2.17 0.0859
H -3.96 3.39 -2.33 0.0897
H -2.38 -4.52 -0.71 0.1123
H 3.83 -4.69 3.35 0.1160
H -4.45 -0.05 -4.32 0.1114
H 4.74 -3.97 -2.12 0.1029
H -1.82 -1.22 -5.62 0.0679
H -4.25 5.21 -0.59 0.1059
H -1.63 -4.02 1.60 0.1282
H -4.24 -1.76 -2.56 0.0924
H 4.03 3.05 1.58 0.0900
H 3.02 -2.15 -3.06 0.1096
H 6.24 0.62 -2.63 0.1007
H -0.10 -1.61 -5.62 0.0617
H -0.93 -4.35 -2.61 0.1033
H -3.22 3.74 -5.83 0.1098
H -3.75 -0.15 -1.99 0.0570
H 1.68 -0.93 3.56 0.1077
H 1.98 2.34 0.42 0.0949
H -3.11 0.20 6.23 0.0934
H 7.78 -1.22 -1.83 0.0996
H 2.19 -3.32 0.00 0.0726
H -2.69 0.58 2.13 0.0721
H 3.46 -1.43 -0.08 0.0760
H 3.17 -2.61 2.25 0.0914
H -1.18 -2.78 -4.89 0.0817
H -2.36 1.69 -2.00 0.0760
H -6.55 -1.47 -1.50 0.0491
H -1.01 3.21 1.57 0.0993
H 1.19 0.49 6.10 0.0889
H 3.92 0.02 -3.30 0.0653
H 0.58 2.79 -1.45 0.0523
H 1.79 1.83 -4.16 0.0639
H -3.54 1.50 4.11 0.1134
H -0.27 1.81 -2.51 0.0087
H 3.18 1.99 6.44 0.1216
H 3.46 3.99 4.94 0.1180
H -7.23 3.18 -4.21 0.1164
```



(2)
Here is a molecular structure, C46H51N8O2OsP2Se from the OMol25 dataset. Energies are from the ωB97M-V functional and the def2-TZVPD basis.

Summary:
LUMO level (alpha / beta), eV: -9.364 / -9.366
Frontier orbital gap (alpha / beta), eV: 6.37 / 6.37
Total energy, a.u.: -5546.10104
Total charge: +3

XYZ file:
```
111
Properties=species:S:1:pos:R:3:lowdin_charge:R:1
Os 0.89 1.17 -0.50 1.2153
Se -0.46 0.40 1.38 0.9210
P 2.24 4.42 -0.33 1.2307
P -0.17 -0.25 -2.15 1.0022
O 2.45 0.58 -1.38 -0.2729
O 3.67 1.64 -2.89 0.1476
N -1.99 -2.02 1.65 0.0255
N -0.08 2.92 0.28 -0.1697
N -0.11 4.97 1.05 -0.0924
N 0.12 -2.31 2.19 0.0062
N 2.49 1.92 0.78 -0.0961
N 0.88 2.65 -2.03 -0.0801
N 1.93 4.25 -3.11 -0.0824
N 4.42 2.96 0.66 -0.0811
C 3.01 -0.42 -4.79 0.0235
C 0.27 6.36 1.35 0.0162
C 4.65 1.75 1.27 0.0091
C 5.45 3.96 0.34 0.0231
C 0.61 2.53 -3.38 -0.0844
C -1.31 3.16 0.87 -0.1659
C -2.36 -5.53 2.79 -0.0280
C 1.80 -1.12 3.63 -0.2082
C -3.79 -0.37 2.21 -0.1899
C 2.81 5.38 -3.42 0.0271
C -1.83 -3.94 -1.57 -0.0415
C 1.33 -1.98 -5.51 -0.0171
C 1.71 3.70 -1.91 -0.4293
C -1.33 4.42 1.35 0.0010
C -1.69 -2.59 -1.89 -0.0808
C 1.72 -2.77 5.59 -0.0786
C -3.90 1.33 -2.38 -0.0459
C 1.12 -1.53 4.94 -0.2349
C -2.01 0.41 -4.20 -0.0831
C 1.25 3.52 -4.05 0.0142
C -1.87 -3.33 2.12 -0.1409
C -1.00 -5.73 3.12 -0.0283
C -0.81 -4.61 -0.93 -0.0428
C 2.56 -1.36 -5.70 -0.0141
C -2.68 0.85 -1.93 -0.1084
C 3.11 3.01 0.37 -0.4657
C -4.02 -0.90 3.63 -0.2366
C 0.96 -0.67 -3.51 -0.2705
C 2.84 0.81 -2.68 -0.5111
C -5.21 -1.85 3.73 -0.0800
C 0.51 -2.60 -0.89 -0.1068
C -0.51 -1.92 -1.55 -0.3698
C 0.62 4.05 0.41 -0.4257
C -3.23 0.89 -4.65 -0.0338
C -3.26 -1.41 1.23 -0.1120
C -0.54 -3.51 2.46 -0.1498
C -0.07 -4.73 2.96 0.0073
C 0.36 -3.95 -0.59 -0.0538
C -0.77 -1.45 1.68 -0.5168
C 3.46 1.11 1.33 -0.0835
C 2.23 -0.08 -3.69 -0.1465
C 0.53 -1.63 -4.42 -0.0646
C -2.82 -4.34 2.28 0.0135
C 1.54 -2.08 2.46 -0.1234
C -4.18 1.34 -3.74 -0.0357
C -1.73 0.37 -2.83 -0.3810
H -0.06 1.80 -3.78 0.0822
H 5.78 3.82 -0.69 0.1063
H 3.17 -1.63 -6.55 0.1275
H 1.17 -4.49 -0.11 0.1225
H -2.74 -4.46 -1.86 0.1222
H -3.97 -2.23 1.14 0.1252
H 1.30 -2.93 6.58 0.0868
H 2.46 5.85 -4.34 0.1090
H -2.46 0.87 -0.87 0.0543
H 1.98 -3.05 2.66 0.1275
H -4.63 1.71 -1.67 0.1174
H 1.26 6.39 1.78 0.0933
H 2.88 -1.10 3.78 0.1241
H -3.10 0.48 2.25 0.0604
H -5.03 -2.81 3.24 0.0501
H 5.63 1.46 1.60 0.1460
H -0.69 -6.69 3.52 0.1249
H 0.04 -1.67 4.77 0.1037
H -2.10 4.97 1.86 0.1470
H -3.06 -6.35 2.93 0.1250
H 3.97 0.06 -4.92 0.1359
H 6.29 3.82 1.01 0.1071
H -0.44 6.77 2.06 0.1064
H 0.97 -4.89 3.21 0.1140
H 1.26 3.77 -5.10 0.1520
H -3.12 -0.99 0.24 0.0982
H 1.49 -0.12 3.35 0.0581
H -5.13 1.72 -4.10 0.1236
H 1.52 -3.68 5.01 0.0501
H 3.83 5.02 -3.57 0.1105
H -4.73 0.01 1.80 0.1278
H -1.28 0.07 -4.92 0.1065
H 1.45 -2.10 -0.67 0.0996
H -0.42 -2.13 -4.29 0.1163
H 0.24 6.96 0.44 0.1047
H -6.10 -1.41 3.27 0.0866
H -2.48 -2.07 -2.42 0.1140
H 2.79 6.10 -2.62 0.0804
H 3.23 0.15 1.77 0.0905
H -3.11 -1.40 3.99 0.1032
H -2.10 2.43 0.88 0.0652
H -4.19 -0.05 4.29 0.1158
H 5.05 4.96 0.48 0.0860
H -3.45 0.90 -5.71 0.1235
H -5.45 -2.06 4.77 0.0865
H 0.99 -2.74 -6.20 0.1269
H 1.21 -0.69 5.63 0.1168
H 1.99 -1.71 1.54 0.0965
H -3.86 -4.21 2.01 0.1117
H -0.92 -5.67 -0.71 0.1243
H 2.80 -2.67 5.70 0.0865
```